The molecule C2H6N4O2 in a non-equilibrium geometry. Source: the Open Molecules 2025 dataset; level of theory: wB97M-V/def2-TZVPD.

Properties
Calculated total energy (eV): -12222.235
HOMO-LUMO gap (eV): 8.83
Relative energy (zero: lowest compared OMol25 entry of this formula, charge and spin) (kJ/mol): 426.22
Multiplicity: 1
SMILES: O/N=C\NN/C=N\O
HOMO level (eV): -8.1064

```
14
Properties=species:S:1:pos:R:3:forces:R:3
C -1.475 1.097 -0.014 0.288 -0.050 0.376
C 1.449 -1.084 -0.019 1.288 -0.308 -0.042
H -3.335 -1.228 0.106 1.097 0.187 -0.326
H -1.516 2.171 0.101 -0.219 0.060 -0.127
H 0.534 1.318 -0.038 -0.320 -0.370 -0.124
H -0.546 -1.316 0.003 0.083 0.137 0.120
H 1.581 -2.169 -0.049 -0.349 0.296 -0.078
H 3.336 1.211 -0.031 -0.418 0.135 0.086
N -2.586 0.480 0.088 0.280 0.311 -0.107
N -0.199 0.640 -0.250 0.020 0.442 -0.071
N 0.174 -0.642 0.240 0.316 -0.240 -0.084
N 2.586 -0.475 -0.111 -1.480 -0.687 0.194
O -2.428 -0.910 -0.108 -1.354 -0.482 0.276
O 2.424 0.907 0.083 0.768 0.568 -0.092
```
Positions in Å, forces in eV/Å.

A cluster of 2 separate species, C2H6N4O2 in total in a non-equilibrium geometry. Source: the Open Molecules 2025 dataset; level of theory: wB97M-V/def2-TZVPD.

Properties
Calculated total energy (eV): -12205.313
HOMO-LUMO gap (eV): 10.40
Relative energy (zero: lowest compared OMol25 entry of this formula, charge and spin) (kJ/mol): 0.00
Multiplicity: 1
HOMO level (eV): -20.4532
Net charge: +2

```
14
Properties=species:S:1:pos:R:3:forces:R:3
C 3.194 1.146 1.302 0.043 -0.411 0.596
C 1.066 -0.212 1.087 0.674 -0.665 1.417
N -1.455 0.441 -0.351 -0.828 0.084 -0.194
N -0.682 -1.542 -0.887 -0.730 -0.495 -0.417
N 1.825 0.674 0.634 0.555 1.147 -0.942
N -0.507 -0.390 -0.413 -0.350 0.204 -0.563
O 3.722 2.017 0.774 0.252 0.433 -0.304
O 0.665 -1.015 1.785 -0.115 -0.098 0.067
H 3.409 0.535 2.177 0.100 -0.040 0.162
H -2.409 0.243 -0.683 0.252 -0.041 0.045
H 0.100 -2.197 -0.935 0.024 0.318 0.116
H -1.592 -1.880 -1.231 0.222 0.176 0.084
H 1.694 1.195 -0.234 -0.268 -0.293 0.055
H -1.293 1.363 0.060 0.170 -0.319 -0.121
```
Positions in Å, forces in eV/Å.

A structure of composition C2H6N4OS in a non-equilibrium geometry. Source: the Open Molecules 2025 dataset; level of theory: wB97M-V/def2-TZVPD.

Properties
Calculated total energy (eV): -21003.765
HOMO-LUMO gap (eV): 8.31
Relative energy (zero: lowest compared OMol25 entry of this formula, charge and spin) (kJ/mol): 1113.54
Multiplicity: 1
HOMO level (eV): -9.1625

```
14
Properties=species:S:1:pos:R:3:forces:R:3
C 0.248 0.815 0.030 0.650 4.547 -2.772
C -2.195 -0.428 0.444 -1.934 -0.686 -1.606
H 3.147 -0.152 1.775 -0.864 -1.980 -3.270
H 2.318 1.653 -0.585 -3.290 -3.869 2.896
H -0.083 2.868 0.356 -0.608 -3.417 -1.530
H -1.542 -0.247 -2.024 0.052 -1.092 5.466
H -1.476 -0.397 1.621 -2.202 -0.088 -4.215
H -3.622 -0.293 1.468 -1.122 -0.636 -4.256
N 1.627 0.704 0.058 4.801 4.073 -1.827
N -0.477 1.914 -0.109 1.617 -0.327 2.409
N -1.390 -0.703 -0.785 0.301 1.769 -0.701
N -3.517 -0.456 0.261 4.375 1.107 6.753
O -0.057 -0.391 -0.368 -2.644 -2.504 -1.494
S 2.481 -0.803 0.095 0.869 3.103 4.148
```
Positions in Å, forces in eV/Å.

The molecule C2H6N4S in a non-equilibrium geometry. Source: the Open Molecules 2025 dataset; level of theory: wB97M-V/def2-TZVPD.

Properties
Calculated total energy (eV): -18964.511
HOMO-LUMO gap (eV): 9.75
Relative energy (zero: lowest compared OMol25 entry of this formula, charge and spin) (kJ/mol): 244.48
Multiplicity: 1
SMILES: [H]/N=C\NNC(N)=S
HOMO level (eV): -9.0939

```
13
Properties=species:S:1:pos:R:3:forces:R:3
C 1.604 -0.160 -0.066 -6.104 -3.014 3.721
C -1.737 0.359 -0.065 0.733 1.611 0.532
H 1.576 -0.981 1.992 -2.133 -0.126 -3.536
H 0.209 -1.508 0.831 -0.381 -0.435 -0.001
H 0.820 0.814 -1.512 -1.121 -1.632 0.111
H -1.034 -1.139 -1.540 -0.360 1.060 1.198
H -2.705 -0.050 0.156 -0.364 -1.217 -1.084
H -0.702 1.841 0.590 -0.895 0.174 -0.382
N 0.984 -0.922 1.028 5.686 2.024 1.963
N 0.604 -0.109 -1.027 -0.271 2.499 -1.878
N -0.765 -0.465 -0.796 0.290 0.504 0.219
N -1.699 1.517 0.540 2.545 -2.286 -1.039
S 2.846 0.805 -0.130 2.376 0.839 0.175
```
Positions in Å, forces in eV/Å.

The molecule C2H6N4S in a non-equilibrium geometry. Source: the Open Molecules 2025 dataset; level of theory: wB97M-V/def2-TZVPD.

Properties
Calculated total energy (eV): -18963.503
HOMO-LUMO gap (eV): 8.76
Relative energy (zero: lowest compared OMol25 entry of this formula, charge and spin) (kJ/mol): 341.81
Multiplicity: 1
SMILES: NN/C=N\C=N\S
HOMO level (eV): -8.2962

```
13
Properties=species:S:1:pos:R:3:forces:R:3
C -2.031 -0.687 -0.215 1.446 -1.722 0.858
C 0.259 -1.010 0.396 1.190 1.004 -0.287
H -1.013 1.642 1.104 0.160 -0.106 2.436
H -0.359 1.219 -0.301 -1.484 1.190 0.628
H -3.184 1.007 -0.329 2.800 -1.200 0.625
H -2.918 -1.291 -0.373 -0.326 0.568 -0.574
H 0.814 -1.437 1.330 -1.303 0.189 -1.701
H 3.094 -0.025 -1.445 -1.511 0.684 3.294
N -1.266 1.608 0.169 2.290 -0.599 -3.273
N -2.185 0.617 -0.086 -4.711 1.588 -0.663
N -0.988 -1.434 0.010 0.142 0.187 1.291
N 0.882 -0.104 -0.318 -1.669 -1.495 0.005
S 2.443 0.266 0.032 2.975 -0.288 -2.640
```
Positions in Å, forces in eV/Å.

The molecule C2H6N4S2 in a non-equilibrium geometry. Source: the Open Molecules 2025 dataset; level of theory: wB97M-V/def2-TZVPD.

Properties
Calculated total energy (eV): -29797.445
HOMO-LUMO gap (eV): 8.35
Relative energy (zero: lowest compared OMol25 entry of this formula, charge and spin) (kJ/mol): 494.02
Multiplicity: 1
SMILES: NN1NCC(=S)N1S
HOMO level (eV): -8.6279

```
14
Properties=species:S:1:pos:R:3:forces:R:3
C 1.606 0.846 0.153 -0.376 -4.145 1.227
C 0.281 1.356 0.403 0.286 1.207 2.525
N -0.596 0.335 0.982 0.358 -0.851 -0.973
N 1.400 -0.728 0.691 -0.128 2.157 -2.307
N -0.043 -0.992 0.659 -0.188 0.682 0.027
N -0.475 -1.551 -0.605 -0.476 0.207 0.666
S 2.971 1.597 -0.036 0.963 -0.004 -0.610
S 2.384 -1.920 -0.028 1.068 0.077 2.336
H 0.592 2.234 1.057 -1.165 -1.107 0.129
H -0.242 1.859 -0.317 -0.829 1.000 -2.687
H -0.527 0.426 1.972 -0.055 -0.450 0.835
H -0.497 -0.889 -1.364 0.189 0.669 -0.174
H -1.441 -1.942 -0.565 1.228 0.471 0.745
H 1.907 -2.025 -1.212 -0.874 0.087 -1.739
```
Positions in Å, forces in eV/Å.

A cluster of 2 separate species, C2H6N5 in total in a non-equilibrium geometry. Source: the Open Molecules 2025 dataset; level of theory: wB97M-V/def2-TZVPD.

Properties
Calculated total energy (eV): -9608.353
HOMO-LUMO gap (alpha / beta) (eV): 7.37 / 7.41
Relative energy (zero: lowest compared OMol25 entry of this formula, charge and spin) (kJ/mol): 642.91
Multiplicity: 1
HOMO level (alpha / beta) (eV): -15.8600 / -15.8622
Net charge: +1

```
13
Properties=species:S:1:pos:R:3:forces:R:3
C 0.042 1.954 -1.063 0.142 0.152 -0.200
C -1.231 -1.104 -0.282 -4.492 -4.533 1.485
N -0.862 1.053 -1.285 -2.328 -0.717 -1.119
N 0.879 1.600 -0.113 0.906 0.222 1.113
N -0.638 0.128 -0.420 2.115 1.095 0.537
N 0.422 0.492 0.281 2.304 -2.447 2.644
N 1.537 -0.764 1.795 -2.936 0.709 -0.863
H 0.082 2.833 -1.594 0.244 1.751 -1.014
H -0.616 -1.983 -0.168 1.325 0.339 -0.443
H -1.849 -1.302 0.714 0.887 1.412 -1.949
H -1.917 -1.407 -1.137 0.873 1.132 0.974
H 1.945 -1.414 1.131 0.487 0.107 -0.691
H 2.206 -0.085 2.141 0.474 0.777 -0.475
```
Positions in Å, forces in eV/Å.

A structure of composition C2H6N5 in a non-equilibrium geometry. Source: the Open Molecules 2025 dataset; level of theory: wB97M-V/def2-TZVPD.

Properties
Calculated total energy (eV): -9611.214
HOMO-LUMO gap (eV): 8.87
Relative energy (zero: lowest compared OMol25 entry of this formula, charge and spin) (kJ/mol): 366.86
Multiplicity: 1
HOMO level (eV): -13.0869
Net charge: +1

```
13
Properties=species:S:1:pos:R:3:forces:R:3
C -0.622 -1.644 0.028 1.280 -2.780 0.538
C -1.193 0.406 0.055 5.020 2.375 0.467
N -1.550 -0.731 0.208 -2.374 -3.375 0.275
N 0.585 -1.156 -0.186 0.632 -1.756 1.043
N 0.714 0.150 -0.183 -3.199 2.421 -1.672
N -1.646 1.596 -0.039 0.368 2.880 -1.311
N 1.870 0.757 0.308 -0.079 -0.701 -0.796
H -0.664 -2.754 0.270 -0.503 1.732 -0.651
H 1.351 -1.820 0.004 -0.062 0.723 -0.415
H -2.591 1.663 -0.370 -0.556 0.190 -0.107
H -1.031 2.385 -0.366 -0.753 -1.292 0.910
H 2.308 -0.049 0.722 1.372 0.557 0.745
H 2.470 1.197 -0.450 -1.145 -0.973 0.972
```
Positions in Å, forces in eV/Å.

A cluster of 2 separate species, C2H6N6 in total in a non-equilibrium geometry. Source: the Open Molecules 2025 dataset; level of theory: wB97M-V/def2-TZVPD.

Properties
Calculated total energy (eV): -11103.565
HOMO-LUMO gap (alpha / beta) (eV): 8.33 / 8.33
Relative energy (zero: lowest compared OMol25 entry of this formula, charge and spin) (kJ/mol): 649.67
Multiplicity: 1
HOMO level (alpha / beta) (eV): -8.4355 / -8.4354

```
14
Properties=species:S:1:pos:R:3:forces:R:3
C 2.026 1.348 0.580 -1.655 0.066 0.397
C 0.840 1.416 0.777 -0.483 -0.337 -0.562
N 1.215 -1.417 -1.890 1.022 0.759 -1.107
N 0.282 -1.665 -1.097 -1.871 -1.146 -0.330
N -2.641 0.877 1.107 1.331 0.333 -1.173
N 0.103 -1.342 0.118 -2.331 -1.609 0.236
N -1.422 0.854 0.660 -0.937 -3.373 1.944
N -0.437 1.576 1.090 -1.326 0.987 0.418
H 2.959 1.545 0.220 1.932 0.062 -0.493
H 1.040 -1.676 -2.894 -0.375 -0.232 1.606
H -0.557 -2.286 -1.362 1.483 0.938 -0.113
H -2.740 1.659 1.739 0.093 0.710 0.243
H 0.642 -0.659 0.576 2.216 0.689 -0.455
H -1.309 -0.230 0.376 0.900 2.154 -0.609
```
Positions in Å, forces in eV/Å.

The molecule C2H6N6 in a non-equilibrium geometry. Source: the Open Molecules 2025 dataset; level of theory: wB97M-V/def2-TZVPD.

Properties
Calculated total energy (eV): -11107.826
HOMO-LUMO gap (eV): 8.40
Relative energy (zero: lowest compared OMol25 entry of this formula, charge and spin) (kJ/mol): 238.52
Multiplicity: 1
SMILES: N/N=c1/[nH]cnn1N
HOMO level (eV): -7.6095

```
14
Properties=species:S:1:pos:R:3:forces:R:3
C -0.189 -0.618 0.020 -0.589 -1.760 -1.415
C 2.011 -0.639 -0.098 1.109 -0.023 0.502
H -3.274 -0.456 0.101 -1.429 -0.675 1.110
H -2.131 0.735 -0.122 -1.001 -0.655 -0.519
H 1.124 -2.469 -0.193 -1.153 2.454 0.876
H 2.940 -0.993 0.025 3.406 -1.192 0.269
H 0.028 1.737 1.340 0.067 0.131 -4.543
H 0.291 2.570 -0.340 -0.368 -1.388 1.132
N -2.438 -0.240 -0.346 3.045 2.377 -0.510
N -1.392 -1.052 0.094 1.141 -0.518 0.185
N 0.989 -1.429 0.058 -2.456 -4.899 -0.082
N 1.755 0.562 -0.236 0.980 1.956 -1.339
N 0.396 0.565 -0.449 -1.444 2.890 1.407
N -0.111 1.727 0.146 -1.307 1.301 2.926
```
Positions in Å, forces in eV/Å.